[1]
Density functional theory data (wB97M-V/def2-TZVPD) for a cluster of 3 separate species, C34H29ClFO4P in total.

The geometry in XYZ format:
```
70
Properties=species:S:1:pos:R:3
O -7.59270 -3.01517 -3.89625
C -6.41044 -3.17064 -3.67573
C -5.46291 -3.51734 -4.77547
C -5.95090 -3.63905 -6.07102
C -5.08512 -3.93120 -7.11074
C -3.72737 -4.10223 -6.86178
C -3.23813 -3.99383 -5.57145
C -4.10358 -3.70522 -4.52321
C -3.55452 -3.60952 -3.13794
O -2.38165 -3.82097 -2.91682
C -4.49722 -3.24196 -2.04312
C -4.00932 -3.11184 -0.74838
C -4.86306 -2.74700 0.27952
C -6.20770 -2.50942 0.01691
C -6.70243 -2.64667 -1.26891
C -5.85135 -3.01694 -2.30307
H -7.00849 -3.49943 -6.24815
H -5.46622 -4.02341 -8.11940
H -3.05118 -4.32214 -7.67762
H -2.18626 -4.12957 -5.36036
H -2.95974 -3.29259 -0.55745
H -4.47002 -2.64204 1.28271
H -6.87137 -2.21708 0.82044
H -7.74657 -2.46889 -1.48700
O 3.44826 2.30590 1.75555
C 3.75091 3.24799 1.05303
C 3.93372 3.08397 -0.41695
C 3.72623 1.83307 -0.98589
C 3.86016 1.66500 -2.35341
C 4.20152 2.74584 -3.15918
C 4.42109 3.99168 -2.59661
C 4.29175 4.16510 -1.22420
C 4.54681 5.51313 -0.63878
O 4.90545 6.44054 -1.33129
C 4.34042 5.68108 0.82952
C 4.53664 6.93381 1.39735
C 4.32776 7.11796 2.75351
C 3.92182 6.05212 3.54930
C 3.73451 4.79953 2.99059
C 3.94577 4.60814 1.63044
H 3.45634 1.00306 -0.34731
H 3.69453 0.69122 -2.79518
H 4.29664 2.61392 -4.22895
H 4.69153 4.84039 -3.20968
H 4.84944 7.75331 0.76498
H 4.47883 8.09484 3.19371
H 3.75318 6.20067 4.60781
H 3.42318 3.96018 3.59731
C 3.55968 -0.16624 4.24194
C 3.12752 -1.53904 3.75254
F 2.55579 -2.25173 4.81374
C 2.17920 -1.45955 2.53802
P 0.65789 -2.49735 2.49242
C -0.27477 -1.98225 4.01033
C -1.57243 -1.24181 3.71787
C -1.35691 0.08864 3.02070
Cl -2.62342 -2.27486 2.65707
H 3.82528 -0.21802 5.29841
H 2.76868 0.57370 4.11845
H 4.43557 0.15073 3.67881
H 4.01834 -2.08328 3.43026
H 1.90105 -0.42279 2.33827
H 2.74325 -1.78656 1.66039
H 1.19195 -3.72173 2.93821
H 0.34018 -1.38832 4.68574
H -0.52803 -2.89825 4.54710
H -2.15378 -1.11842 4.62845
H -0.68955 -0.02973 2.16610
H -2.30016 0.48946 2.65482
H -0.94351 0.80914 3.72901
```

Kohn-Sham gap in hartree: 0.2767
Charge: 0
Energy in eV: -68448.3512
LUMO energy in eV: -1.15
2S+1: 1


[2]
Density functional theory data (wB97M-V/def2-TZVPD) for a cluster of 2 separate species, C7H12 in total.

The geometry in XYZ format:
```
19
Properties=species:S:1:pos:R:3
C 1.24306 -1.69637 1.39422
C 0.67262 -0.74845 0.38483
C -0.32179 -0.94170 -0.49114
C -0.45767 0.25882 -1.38813
C -1.82921 0.93175 -1.26944
C 0.66867 1.14372 -0.91638
C 1.31850 0.54730 0.09230
H 0.63212 -2.59712 1.52306
H 1.37221 -1.22757 2.38189
H 2.21737 -1.97445 1.01499
H -0.95374 -1.82299 -0.55281
H -0.28824 -0.02394 -2.43844
H -2.01269 1.23379 -0.23208
H -2.62912 0.24830 -1.57299
H -1.88173 1.82217 -1.90378
H 0.87079 2.12590 -1.32812
H 2.18312 0.93164 0.62961
H -0.59449 1.02427 2.86487
H -0.54561 0.97539 2.12555
```

Kohn-Sham gap in hartree: 0.3494
Charge: 0
Energy in eV: -7451.9869
LUMO energy in eV: 1.11
2S+1: 1


[3]
Density functional theory data (wB97M-V/def2-TZVPD) for a cluster of 2 separate species, C3H9NO4S in total at a distorted geometry.

The geometry in XYZ format:
```
18
Properties=species:S:1:pos:R:3
C -0.20755 0.60937 -1.27684
N -0.48344 -0.31917 -0.13657
C 0.63243 -1.32760 -0.01642
C -1.77392 -1.03582 -0.39036
O -0.53011 0.32582 1.01820
H 0.85842 0.47786 -1.72802
H -0.96395 0.44279 -2.06220
H -0.25907 1.57847 -0.76587
H 0.33130 -2.16264 0.62984
H 0.89922 -1.54908 -0.99730
H 1.53364 -0.64470 0.41951
H -2.50360 -0.37836 -0.64541
H -1.69574 -1.99684 -1.03972
H -2.10954 -1.34899 0.65905
O 1.92870 1.02308 2.73493
S 1.47835 1.78543 1.60993
O 0.76678 3.02196 1.63876
O 2.09808 1.49842 0.34850
```

Kohn-Sham gap in hartree: 0.3591
Charge: 0
Energy in eV: -23768.0004
LUMO energy in eV: 0.17
2S+1: 1


[4]
Density functional theory data (wB97M-V/def2-TZVPD) for a structure of composition C4H4LaO2 at a distorted geometry.

The geometry in XYZ format:
```
11
Properties=species:S:1:pos:R:3
O -1.12759 0.64478 -1.19009
C 0.15048 1.02164 -1.18965
H 0.33621 2.09454 -1.01534
C 1.19613 0.12656 -1.44234
C 2.37447 0.27007 -0.51391
C 1.26093 0.16550 0.52439
O 0.90051 -1.01052 0.95338
La -1.31990 -0.33670 0.80152
H 0.91649 -0.89242 -1.72576
H 2.86604 1.25106 -0.50449
H 3.07832 -0.57140 -0.56679
```

Kohn-Sham gap in hartree: 0.2211
Charge: +1
Energy in eV: -9157.8048
LUMO energy in eV: -5.41
2S+1: 1


[5]
Density functional theory data (wB97M-V/def2-TZVPD) for the ion C5H13IN with charge +1 at a distorted geometry.

The geometry in XYZ format:
```
20
Properties=species:S:1:pos:R:3
C 1.58127 0.91310 0.75479
C 1.21381 -1.15299 -0.74294
C -1.77896 -0.91926 0.40878
C 0.74002 -0.31421 0.53092
C -0.78380 0.11778 0.38084
N -0.83426 1.06137 -0.94053
I -3.87507 -0.01463 0.23047
H 1.02087 1.82345 0.71245
H 2.04748 0.88262 1.83261
H 2.44741 1.12428 0.12788
H 0.83019 -2.19237 -0.77793
H 1.19395 -0.48265 -1.60139
H 2.19170 -1.36180 -0.60687
H -1.69913 -1.52938 -0.49606
H -1.81889 -1.43533 1.33334
H 0.90630 -1.04444 1.39259
H -0.88893 0.74076 1.20521
H -0.09136 1.78487 -1.07361
H -1.71313 1.61179 -0.98020
H -0.68944 0.38705 -1.69037
```

Kohn-Sham gap (alpha / beta) in hartree: 0.2385 / 0.2502
Charge: +1
Energy in eV: -14975.3230
LUMO energy (alpha / beta) in eV: -3.32 / -7.30
2S+1: 3


[6]
Density functional theory data (wB97M-V/def2-TZVPD) for a cluster of 2 separate species, C3H7IN2 in total at a distorted geometry.

The geometry in XYZ format:
```
13
Properties=species:S:1:pos:R:3
C 0.88746 -0.88170 -1.66202
C -0.71298 0.15082 2.48462
C -0.37671 0.66751 1.07403
N 0.35763 -0.59631 -0.61616
N -0.42676 -0.48660 0.28790
I 0.63158 0.58383 -5.24317
H 1.75874 -1.19981 -1.96308
H 0.83336 -0.78862 -4.76715
H -1.70480 -0.15931 2.35892
H 0.02267 -0.70277 2.85413
H -0.53408 0.94579 3.34087
H -1.24180 1.26495 0.81714
H 0.50568 1.20220 1.03398
```

Kohn-Sham gap in hartree: 0.3386
Charge: 0
Energy in eV: -14300.7934
LUMO energy in eV: 0.77
2S+1: 1


[7]
Density functional theory data (wB97M-V/def2-TZVPD) for a cluster of 7 separate species, C29H65O16P in total at a distorted geometry.

The geometry in XYZ format:
```
111
Properties=species:S:1:pos:R:3
C 1.08803 -2.64519 2.56350
O 1.78291 -2.06072 1.47798
P 1.11745 -0.88312 0.67279
O -0.17003 -1.17913 0.03630
O 1.13471 0.38534 1.63235
C 0.06250 0.55759 2.54737
O 2.22868 -0.60495 -0.38941
C 2.24421 0.64807 -1.10402
H 1.18594 -2.13361 3.52574
H 1.46718 -3.64640 2.76677
H 0.02879 -2.74311 2.31154
H -0.59173 1.39347 2.31235
H 0.45996 0.79853 3.54156
H -0.51355 -0.34516 2.76107
H 1.31380 1.20003 -0.91701
H 2.16525 0.39211 -2.15684
H 3.06460 1.26981 -0.76368
O -0.75664 5.12817 -2.03432
C -1.13211 3.80564 -1.85553
C -1.37611 3.31210 -0.57369
C -1.72059 1.98547 -0.35908
C -1.81753 1.12789 -1.44887
O -2.19730 -0.16738 -1.33919
C -1.49295 1.61139 -2.70707
C -1.17836 2.94426 -2.93592
H -0.91517 5.49933 -1.15901
H -1.13789 3.98178 0.25096
H -1.77517 1.65343 0.66756
H -1.81508 -0.62361 -0.56912
H -1.37201 0.89075 -3.50706
H -0.89032 3.26959 -3.92787
C -2.28055 -3.89440 -0.92738
O -2.21937 -4.28421 -2.27382
C -1.94600 -3.20482 -3.12310
C -1.69885 -3.75754 -4.50364
O -0.34894 -4.23794 -4.75404
C 0.57530 -4.21699 -3.69490
H -2.97701 -3.06147 -0.74593
H -1.31083 -3.57270 -0.52931
H -2.67154 -4.72019 -0.33234
H -1.16878 -2.50351 -2.80013
H -2.80162 -2.51281 -3.21291
H -1.92731 -3.08961 -5.33245
H -2.28058 -4.67556 -4.61808
H 0.73531 -3.20441 -3.28929
H 1.55911 -4.34656 -4.15492
H 0.31178 -4.93793 -2.92350
C -4.94596 1.47923 0.50119
O -4.25325 0.78442 1.52539
C -3.98050 1.61155 2.61860
C -3.39649 0.82574 3.75273
O -4.22116 -0.23429 4.12015
C -3.57579 -1.16978 4.94579
H -4.92016 0.90012 -0.41931
H -4.54998 2.47453 0.28373
H -5.99408 1.54144 0.82194
H -4.88597 2.15340 2.93153
H -3.27467 2.41649 2.34519
H -3.25436 1.53836 4.58974
H -2.36275 0.48844 3.58284
H -3.11928 -0.72115 5.83352
H -2.83335 -1.72916 4.35529
H -4.27076 -1.94561 5.26687
C 3.24974 5.57177 -2.30131
O 3.41595 4.92583 -1.05661
C 2.21427 4.91399 -0.32420
C 2.51032 4.40336 1.06812
O 1.37771 4.49066 1.87374
C 1.57548 3.85877 3.12667
H 4.17884 5.44259 -2.85981
H 3.12827 6.65222 -2.17091
H 2.43265 5.13770 -2.88465
H 1.52225 4.20484 -0.80583
H 1.68952 5.87766 -0.30405
H 3.36533 4.97155 1.47115
H 2.92486 3.38848 0.94731
H 1.90976 2.83469 2.92498
H 0.62351 3.96806 3.63718
H 2.37434 4.31461 3.72576
C 1.81676 -6.60582 6.49172
O 0.62774 -5.85681 6.33796
C 0.57463 -5.08470 5.14301
C -0.83845 -4.77419 4.77220
O -1.48173 -3.90178 5.70173
C -1.96768 -4.47505 6.89695
H 1.73688 -7.56378 5.96367
H 1.92990 -6.80020 7.55547
H 2.69623 -6.08564 6.09809
H 1.11469 -5.57022 4.31917
H 1.13069 -4.17051 5.39548
H -1.48741 -5.63960 4.60640
H -0.84782 -4.15690 3.87135
H -2.34336 -3.64974 7.50336
H -1.15428 -4.91735 7.47441
H -2.77114 -5.20013 6.73818
C 1.48294 1.36257 -7.47972
O 1.32729 2.13253 -6.30093
C 2.09050 1.71904 -5.17846
C 3.44995 2.39021 -5.12270
O 4.19364 2.02456 -6.25314
C 4.99552 3.08152 -6.78234
H 2.44763 1.57940 -7.94272
H 0.71147 1.64842 -8.19107
H 1.41265 0.29845 -7.23214
H 2.17008 0.63028 -5.29156
H 1.48750 2.02925 -4.32165
H 3.94658 2.14600 -4.17272
H 3.23986 3.46557 -5.07007
H 5.98748 2.98152 -6.33515
H 4.56617 4.05746 -6.56373
H 5.05920 2.93335 -7.85813
```

Kohn-Sham gap in hartree: 0.3100
Charge: 0
Energy in eV: -73171.1039
LUMO energy in eV: 0.42
2S+1: 1


[8]
Density functional theory data (wB97M-V/def2-TZVPD) for an isolated molecule of C7H10N4S at a distorted geometry.

The geometry in XYZ format:
```
22
Properties=species:S:1:pos:R:3
C 2.86626 -0.19440 1.43214
C 1.69507 -0.32558 0.49514
C 1.17061 0.89086 -0.06803
C -0.13412 1.03332 -0.38390
N -0.57188 2.18775 -0.97910
C -1.07464 -0.02944 -0.00633
N -2.36135 0.59164 0.32139
S -3.54288 -0.17265 1.11136
C -0.89205 -1.38099 -0.45982
C -2.02149 -2.11334 -1.16748
N 0.26299 -1.91193 -0.41898
N 1.27554 -1.52962 0.29002
H 2.31183 0.23230 2.24424
H 3.74656 0.38285 1.19621
H 3.10475 -1.15223 1.93724
H 1.82965 1.71010 -0.42768
H 0.19869 2.87306 -0.87626
H -1.51603 2.41179 -1.04442
H -3.61110 0.83429 2.06705
H -2.45431 -1.53503 -2.02214
H -2.70318 -2.13877 -0.22469
H -1.72177 -3.12569 -1.34048
```

Kohn-Sham gap (alpha / beta) in hartree: 0.2579 / 0.2580
Charge: 0
Energy in eV: -24212.1992
LUMO energy (alpha / beta) in eV: -0.78 / -0.78
2S+1: 1